# CH12O7

A cluster of 6 separate species, CH12O7 in total in a non-equilibrium geometry (ωB97M-V/def2-TZVPD, the Open Molecules 2025 dataset).

XYZ file:
```
20
Properties=species:S:1:pos:R:3
O -1.72052 -0.24818 -0.20001
C -0.58295 -0.08742 0.14096
O 0.24758 -0.96492 0.71033
H -0.12814 0.91112 0.03101
H 0.53412 -1.74761 0.22976
O 1.50240 2.16942 -1.59397
H 0.92216 2.72737 -2.12974
H 1.63916 2.72939 -0.80895
O 2.11215 3.22213 0.94078
H 2.92403 2.70924 0.81111
H 1.63114 2.62733 1.54047
O -2.99418 -2.62928 -1.12723
H -2.82269 -2.25321 -0.25291
H -3.64729 -1.98849 -1.42770
O 1.44502 0.71952 2.58239
H 1.66458 0.03646 3.22841
H 1.06965 0.14490 1.89451
O -0.45397 -2.27665 -1.32471
H -1.42752 -2.24968 -1.49857
H -0.07992 -2.82414 -2.02533
```

Summary:
LUMO energy (Ha): 0.019
Energy relative to the best compared isomer or geometry (same formula, charge and spin) (kcal per mole): 12.0
Total charge: 0
SMILES: O=CO.O.O.O.O.O